Density functional theory data (wB97M-V/def2-TZVPD) for C42H63F20InNO12S as an isolated structure in a non-equilibrium geometry.

The total energy comes out at -5181.5420 Eh. The total charge is -1. Its gap between HOMO and LUMO is 7.4358 eV.

XYZ file:
```
140
Properties=species:S:1:pos:R:3:forces:R:3
C 0.813375 -3.405658 0.576730 -0.386 -0.380 -0.290
C -0.436348 -3.056151 1.400143 0.113 0.424 0.275
C -0.865204 -1.585157 1.296927 0.671 0.027 -0.476
C 0.391485 -0.706440 1.495341 -0.440 -0.021 -0.379
In -1.704651 -0.963760 -0.663375 0.807 1.162 0.591
C -0.294675 -1.064404 -2.343997 -0.438 -1.186 -0.439
C -0.060002 -2.501650 -2.885764 -0.061 1.036 0.743
C 1.213986 -2.529232 -3.699677 -0.265 -0.598 -0.621
C 1.752540 -3.914211 -4.077141 0.163 0.482 0.070
C 1.638315 -4.937867 -2.961128 -0.224 0.110 -0.768
C 2.338651 -6.254712 -3.268679 0.297 -0.059 0.915
C 3.709054 -6.413079 -2.583256 -0.291 -0.198 -0.158
C 3.683062 -6.083705 -1.078651 0.575 0.042 -0.304
C 4.498119 -4.874834 -0.584874 -0.968 0.096 -0.192
C 4.540969 -3.670584 -1.514857 1.007 -0.119 0.716
C 5.193191 -2.478375 -0.797742 -0.885 0.239 -0.267
C 4.110042 -1.731131 -0.037316 -0.097 0.569 -0.189
N 4.566863 -0.542958 0.683232 -0.206 -1.437 -0.419
C 5.731785 0.110451 0.478743 0.706 0.339 -0.151
C 5.772125 1.175278 1.320328 0.586 0.603 0.056
C 4.585141 1.169948 2.049320 -0.217 0.609 0.784
C 3.863370 0.096928 1.651160 -0.420 -0.113 0.149
S -3.835161 -2.198205 -1.342225 0.710 0.038 -1.453
O -4.540603 -1.292987 -2.236691 -0.745 0.718 0.339
O -3.521246 -3.447329 -2.021234 -0.042 -0.785 0.675
C -5.094430 -2.498175 0.035235 0.470 0.156 -0.047
F -5.076167 -1.370501 0.782996 -0.047 0.277 0.102
F -6.314675 -2.614186 -0.488740 -0.208 -0.359 -0.103
C -4.787736 -3.671166 1.001650 -1.040 -0.383 0.054
F -5.972538 -4.150824 1.470218 0.477 0.033 -0.001
F -4.154218 -4.680652 0.409514 -0.035 0.207 0.231
F -4.084852 -3.257273 2.053967 0.212 -0.120 -0.179
H 0.632674 -4.323044 0.021666 0.081 -0.195 -0.109
H 1.690314 -3.584294 1.190680 0.154 0.099 0.171
H 1.054579 -2.649334 -0.162295 0.064 0.231 -0.102
H -1.245464 -3.726214 1.127129 -0.187 -0.122 0.057
H -0.181017 -3.239968 2.445334 -0.122 -0.259 0.248
H -1.531262 -1.310502 2.107299 -0.432 -0.299 0.089
H 0.882832 -0.487139 0.549798 0.262 0.081 -0.147
H 0.145568 0.252585 1.940338 -0.011 0.173 0.126
H 1.131708 -1.212457 2.112211 0.066 -0.059 0.344
H -2.178008 0.755729 -0.489439 -0.224 -0.250 -0.023
H 0.681764 -0.691676 -2.040278 0.034 0.343 0.321
H -0.616045 -0.477479 -3.198808 -0.119 0.491 0.041
H -0.929586 -2.793567 -3.467162 -0.090 -0.267 -0.151
H -0.013740 -3.155068 -2.022677 0.124 -0.419 -0.032
H 1.995529 -1.957515 -3.205787 0.140 0.055 0.331
H 1.007843 -2.002689 -4.628918 0.097 0.306 -0.178
H 1.242047 -4.294069 -4.957925 -0.198 -0.104 -0.177
H 2.786023 -3.746693 -4.384953 0.281 -0.325 0.004
H 1.965602 -4.485472 -2.033049 0.098 -0.109 0.224
H 0.581243 -5.133082 -2.829254 -0.306 -0.032 0.132
H 2.441965 -6.411121 -4.336695 -0.018 0.044 -0.294
H 1.716233 -7.063239 -2.895257 -0.167 -0.231 0.015
H 4.452891 -5.867059 -3.154787 0.254 0.297 0.152
H 3.983848 -7.460174 -2.670055 0.174 -0.205 -0.209
H 4.053630 -6.955843 -0.550431 -0.046 -0.181 0.262
H 2.651979 -5.952546 -0.780562 -0.297 -0.010 0.170
H 5.493836 -5.159176 -0.276155 0.419 -0.106 -0.217
H 4.008393 -4.538220 0.324749 -0.012 0.022 0.327
H 5.137866 -3.904857 -2.388885 -0.070 -0.060 -0.346
H 3.545564 -3.383701 -1.819095 -0.240 0.047 -0.290
H 5.562848 -1.804821 -1.561259 0.439 0.194 -0.050
H 5.994650 -2.781440 -0.132980 0.260 -0.096 0.030
H 3.375480 -1.395747 -0.767095 -0.206 0.005 -0.190
H 3.569560 -2.387947 0.633088 0.050 -0.071 0.370
H 6.503424 -0.144250 -0.214246 -0.078 -0.527 -0.364
H 6.578232 1.875221 1.403261 0.197 0.202 -0.030
H 4.277094 1.876534 2.787240 -0.073 0.158 0.284
H 2.905746 -0.217374 2.010659 -0.167 -0.289 -0.188
C 1.415489 6.417140 6.003336 -0.134 -0.036 -0.268
C 2.827365 5.928165 5.761148 -0.071 0.189 0.403
O 2.910210 5.108089 4.579973 0.063 -0.083 -0.016
C 2.945962 5.750114 3.420657 -0.057 0.088 0.299
O 2.923835 6.933878 3.259967 0.039 0.059 -0.127
C 3.061879 4.731115 2.273857 -0.216 -0.298 -0.272
F 2.193876 3.730039 2.426676 0.028 0.038 0.080
F 4.298089 4.215818 2.249498 0.104 0.161 0.056
F 2.825761 5.304384 1.100034 0.041 0.167 0.006
H 0.723797 5.575525 6.047796 0.031 -0.020 0.072
H 1.362997 6.968445 6.941835 0.048 -0.021 0.032
H 1.082826 7.072396 5.199825 0.058 0.048 0.018
H 3.150148 5.289106 6.580125 0.033 -0.163 -0.131
H 3.533643 6.754606 5.687978 -0.024 0.019 -0.185
C -4.120961 2.682908 2.391816 0.067 0.245 0.242
C -3.290898 3.116544 1.203784 -0.287 -0.556 0.004
O -2.805795 4.470423 1.368892 -0.079 0.172 -0.123
C -1.756760 4.624746 2.148929 -0.155 -0.340 -0.163
O -1.161598 3.775864 2.743150 0.162 0.086 0.171
C -1.351515 6.107141 2.167731 0.041 0.243 -0.099
F -2.410235 6.905150 2.355230 -0.057 0.016 0.034
F -0.779106 6.450984 1.008282 -0.004 -0.046 -0.044
F -0.480331 6.349031 3.142658 0.138 -0.031 0.163
H -4.936946 3.386846 2.566297 -0.061 -0.056 -0.082
H -4.537618 1.692420 2.213527 0.016 -0.009 -0.064
H -3.520156 2.646897 3.300424 0.052 -0.085 -0.035
H -3.903921 3.124688 0.306232 0.102 0.244 -0.081
H -2.460678 2.438496 1.025272 0.132 0.089 0.035
C -4.512425 1.499305 -3.546370 0.295 0.198 0.050
C -5.154983 2.842895 -3.802784 -0.312 -0.547 -0.125
O -4.344402 3.925484 -3.285448 -0.066 0.209 0.079
C -3.316445 4.296349 -4.024292 -0.280 -0.280 -0.042
O -2.988244 3.853877 -5.084140 0.138 0.122 -0.102
C -2.589099 5.460152 -3.331642 0.344 0.119 0.277
F -2.387892 5.219268 -2.035344 -0.072 -0.042 0.031
F -3.324652 6.585668 -3.426415 -0.130 0.041 -0.065
F -1.410419 5.697552 -3.892728 -0.008 -0.020 -0.147
H -4.297674 1.371181 -2.486481 -0.102 -0.101 0.014
H -5.169504 0.692963 -3.864444 -0.035 -0.014 0.064
H -3.568302 1.403352 -4.081590 -0.034 -0.002 -0.078
H -6.102580 2.913707 -3.272589 0.078 0.189 0.128
H -5.357686 3.005996 -4.861389 0.198 0.131 -0.023
C -5.575302 9.131778 -3.150295 -0.196 0.273 0.053
C -6.479619 7.923950 -3.044968 0.569 -0.152 -0.165
O -7.703153 8.240075 -2.346127 -0.120 -0.048 0.096
C -8.630815 8.865125 -3.047976 0.345 -0.164 -0.081
O -8.567083 9.192240 -4.195552 -0.164 0.090 -0.070
C -9.872838 9.092938 -2.170225 -0.180 0.111 0.139
F -9.540462 9.582005 -0.971446 0.033 0.017 0.032
F -10.522621 7.938080 -1.980003 0.008 -0.086 -0.015
F -10.709758 9.948201 -2.747791 -0.014 0.036 -0.081
H -5.379002 9.547627 -2.161495 0.082 -0.097 0.024
H -4.629046 8.853292 -3.610322 0.006 -0.058 0.025
H -6.032405 9.918102 -3.750436 -0.010 -0.064 -0.079
H -6.000039 7.144147 -2.458360 -0.156 0.008 0.146
H -6.709197 7.504377 -4.023420 -0.172 0.112 -0.020
C 4.594981 -10.130046 4.652379 -0.194 0.212 0.035
C 5.652496 -9.506642 3.766975 0.122 -0.482 0.171
O 5.159195 -8.325195 3.110754 0.006 0.064 -0.138
C 5.130843 -7.221787 3.844027 0.123 -0.287 0.047
O 5.475847 -7.113055 4.982092 -0.002 0.138 0.079
C 4.613157 -6.052943 2.991696 -0.241 0.353 -0.175
F 3.517691 -6.398359 2.310339 -0.010 -0.098 -0.020
F 5.550776 -5.676803 2.110505 0.119 -0.138 0.157
F 4.312519 -5.005907 3.748101 0.073 -0.012 0.126
H 3.690786 -10.333671 4.078195 0.046 -0.086 -0.043
H 4.961404 -11.063493 5.078198 0.029 -0.013 -0.032
H 4.322126 -9.462624 5.468568 0.085 -0.005 0.036
H 5.926317 -10.190803 2.966909 -0.062 0.136 -0.143
H 6.558167 -9.270650 4.324490 -0.063 0.171 0.046
```
Forces are in eV/Å.

Atom charges from the Löwdin analysis, given in e for atoms 1 to 99: number 1, C, carries -0.11; number 2, C, carries -0.29; number 3, C, carries -0.43; number 4, C, carries -0.18; number 5, In, carries 0.69; number 6, C, carries -0.28; number 7, C, carries -0.31; number 8, C, carries -0.22; number 9, C, carries -0.21; number 10, C, carries -0.23; number 11, C, carries -0.19; number 12, C, carries -0.19; number 13, C, carries -0.19; number 14, C, carries -0.20; number 15, C, carries -0.19; number 16, C, carries -0.18; number 17, C, carries -0.13; number 18, N, carries -0.09; number 19, C, carries -0.12; number 20, C, carries -0.11; number 21, C, carries -0.11; number 22, C, carries -0.09; number 23, S, carries 0.60; number 24, O, carries -0.42; number 25, O, carries -0.41; number 26, C, carries -0.52; number 27, F, carries 0.07; number 28, F, carries 0.12; number 29, C, carries -0.56; number 30, F, carries 0.13; number 31, F, carries 0.16; number 32, F, carries 0.17; number 33, H, carries 0.07; number 34, H, carries 0.06; number 35, H, carries 0.05; number 36, H, carries 0.08; number 37, H, carries 0.10; number 38, H, carries 0.06; number 39, H, carries 0.04; number 40, H, carries 0.07; number 41, H, carries 0.06; number 42, H, carries -0.06; number 43, H, carries 0.02; number 44, H, carries 0.03; number 45, H, carries 0.11; number 46, H, carries 0.06; number 47, H, carries 0.09; number 48, H, carries 0.11; number 49, H, carries 0.11; number 50, H, carries 0.11; number 51, H, carries 0.07; number 52, H, carries 0.11; number 53, H, carries 0.10; number 54, H, carries 0.10; number 55, H, carries 0.10; number 56, H, carries 0.09; number 57, H, carries 0.10; number 58, H, carries 0.09; number 59, H, carries 0.10; number 60, H, carries 0.08; number 61, H, carries 0.11; number 62, H, carries 0.09; number 63, H, carries 0.11; number 64, H, carries 0.12; number 65, H, carries 0.12; number 66, H, carries 0.11; number 67, H, carries 0.11; number 68, H, carries 0.09; number 69, H, carries 0.08; number 70, H, carries 0.09; number 71, C, carries -0.06; number 72, C, carries -0.20; number 73, O, carries 0.04; number 74, C, carries -0.40; number 75, O, carries 0.17; number 76, C, carries -0.55; number 77, F, carries 0.17; number 78, F, carries 0.16; number 79, F, carries 0.18; number 80, H, carries 0.09; number 81, H, carries 0.08; number 82, H, carries 0.07; number 83, H, carries 0.12; number 84, H, carries 0.12; number 85, C, carries -0.05; number 86, C, carries -0.19; number 87, O, carries 0.04; number 88, C, carries -0.41; number 89, O, carries 0.17; number 90, C, carries -0.55; number 91, F, carries 0.16; number 92, F, carries 0.17; number 93, F, carries 0.16; number 94, H, carries 0.08; number 95, H, carries 0.08; number 96, H, carries 0.08; number 97, H, carries 0.12; number 98, H, carries 0.08; number 99, C, carries -0.06